ORCA calculation (ωB97M-V with the def2-TZVPD basis set) on 8 unconnected molecules or ions with the total composition C17H42BCl2F4O10 in a non-equilibrium geometry.

For the HOMO energy, the calculation gives -7.71 eV. The gap between HOMO and LUMO comes out at 9.9 eV. The value obtained for the largest force on an atom is 3.005 eV Å⁻¹. The total charge is -1. As for the total energy: -2770.1273 a.u. As for the spin multiplicity: 1.

Structure (XYZ):
```
76
Properties=species:S:1:pos:R:3:forces:R:3
Cl -6.0199 -23.0777 12.7491 0.071 -0.197 -0.832
Cl -7.7683 -24.3268 10.7399 0.619 0.243 -0.148
F 0.4886 -23.5739 7.0184 1.175 -0.121 -1.379
F 1.0861 -23.8462 9.2212 1.259 -0.560 0.887
F -0.8408 -24.7390 8.3475 -0.526 -0.814 0.619
F -0.5592 -22.5092 8.5961 -1.550 2.304 1.020
O 2.3686 -29.2420 2.5596 0.724 -0.493 -1.891
O -3.3487 -19.8985 5.4674 -0.657 1.113 0.716
O 6.4759 -21.8722 6.3686 -0.289 0.835 1.497
O -1.9668 -28.9175 11.9172 -0.652 -0.263 0.558
O -1.4265 -30.8943 14.0583 -1.113 -0.071 1.562
O 1.9045 -23.7860 17.9210 -0.422 -0.607 -0.504
O 0.8691 -31.6374 3.7316 1.438 -0.811 -0.215
O 6.3205 -19.6113 8.1851 -0.338 -0.211 -0.417
O -0.7346 -19.5070 4.1118 -0.819 0.730 -0.674
O -1.9141 -15.7085 11.7755 -1.572 1.337 1.306
C -0.4462 -15.9861 10.0166 0.264 0.049 -1.264
C 1.8465 -22.9686 16.6936 1.110 0.176 1.864
C 2.2201 -22.9949 19.1081 -0.019 -1.062 -1.417
C -1.6718 -16.5559 10.7075 0.605 -0.642 0.568
C 6.2174 -22.0490 7.8050 0.202 -0.228 -0.170
C -0.8055 -14.9359 12.0879 -0.108 0.841 1.370
C -6.2984 -23.3319 10.9716 -0.269 0.484 0.746
C 5.7269 -20.8399 8.6544 0.626 0.625 -1.098
C -3.0238 -18.7755 4.6535 0.675 -1.575 -1.129
C 0.4007 -30.3624 3.4210 -0.969 1.440 0.610
C 0.2821 -15.2979 11.1835 1.358 -1.402 -1.068
C -0.5149 -30.3288 13.1855 0.944 -0.495 -0.516
C 2.1883 -21.6262 18.5859 -0.008 3.005 -0.030
C 2.6401 -21.7508 17.1431 -0.418 0.255 -0.335
C -0.8100 -28.8985 12.7460 0.904 -0.027 -1.331
C -2.0832 -19.3623 3.5958 0.287 0.935 0.047
C 1.4050 -29.1963 3.5267 -0.557 -0.981 2.476
B 0.0644 -23.6719 8.3341 -0.396 -0.776 -1.164
H -1.3757 -17.4763 11.2108 -0.170 -0.801 -0.699
H -6.4770 -22.3357 10.5668 -0.080 -0.306 -0.017
H -1.0494 -13.8765 12.0090 -0.193 0.149 0.240
H 6.5499 -19.0604 8.9371 -0.132 -0.117 -0.008
H -2.5418 -17.9161 5.1194 0.316 -0.264 0.610
H -0.4168 -15.1840 13.0756 -0.594 0.402 0.587
H 6.0592 -20.8813 9.6917 -0.184 -1.033 0.048
H -0.4045 -30.2137 4.1405 -0.323 0.844 -0.270
H -0.8112 -28.1482 13.5366 -0.809 -0.371 0.590
H -0.4362 -31.0823 12.4019 -0.039 0.742 -1.194
H 2.3944 -23.4138 15.8631 -0.471 -0.653 0.152
H -0.6959 -15.3273 9.1849 -0.148 0.294 0.152
H 6.6049 -22.7599 6.0266 -0.078 -0.037 0.018
H 0.0128 -30.2976 2.4044 -0.364 -0.248 -0.340
H 0.4682 -30.4678 13.6352 0.070 0.744 0.455
H 2.4289 -20.8899 16.5088 0.036 0.182 0.201
H -2.1831 -18.6448 2.7814 1.237 0.174 -0.357
H 4.6371 -20.8402 8.6324 -0.061 0.502 -0.107
H -2.2859 -30.9460 13.6336 -0.050 0.112 -0.126
H 5.4393 -22.8100 7.8663 0.045 -0.116 0.389
H 0.8650 -16.0804 11.6694 0.169 -0.143 -0.012
H 0.1264 -32.2107 3.9347 0.022 0.135 -0.050
H -2.4117 -20.3045 3.1571 -0.362 -0.092 0.452
H 0.9060 -28.2274 3.5410 -0.425 -0.080 -0.049
H 0.9957 -14.4843 11.0529 -0.234 0.037 -0.730
H 0.8055 -22.7430 16.4619 0.055 -0.053 -0.166
H -1.9199 -28.2952 11.1878 0.277 0.153 0.177
H 7.1272 -22.4019 8.2905 0.174 -0.220 -0.165
H 0.0060 -28.4988 12.1439 0.479 -0.483 -0.204
H 0.1215 -16.8002 9.5658 0.199 0.080 0.080
H 3.2378 -23.2643 19.3904 -0.001 -0.120 0.364
H 1.5081 -23.1970 19.9084 0.034 -0.165 -0.100
H 2.0026 -29.8973 1.9611 0.699 0.029 -0.724
H 2.7555 -20.8842 19.1480 0.618 -0.283 0.154
H 1.9425 -29.3098 4.4681 -0.236 0.175 0.459
H -2.5160 -20.1492 5.8742 0.022 -0.239 0.352
H -5.4122 -23.7709 10.5134 -0.305 -0.224 0.239
H -0.6201 -20.3593 4.5386 -0.162 -0.208 -0.085
H -2.6308 -16.6520 10.1984 0.423 -0.215 -0.535
H 3.7093 -21.9579 17.0976 0.047 -0.093 -0.074
H 1.2210 -21.1246 18.6114 -0.564 -0.586 -0.115
H -3.8848 -18.3238 4.1608 -0.513 -0.636 0.141
```
Positions in Å, forces in eV/Å.